31
Properties=species:S:1:pos:R:3:lowdin_charge:R:1 method="wB97M-V/def2-TZVPD" homo_ha=-0.4445 total_charge=+1 total_energy_ha=-1104.58933 gap_ev=9.56
C 0.11 -3.10 0.27 -0.13
C 0.49 -2.26 1.51 -0.12
C 0.15 -2.37 -1.15 -0.09
C 0.15 -0.76 1.27 -0.12
C -0.14 -0.86 -1.13 -0.08
C 2.66 1.67 -0.69 -0.08
C -1.31 3.46 0.37 -0.37
C 1.26 2.04 -0.48 -0.13
C 0.36 1.20 0.01 -0.50
N 0.63 -0.24 -0.01 -0.08
S -1.32 1.67 0.44 0.88
I -4.88 -0.12 -0.11 0.40
H 0.74 -3.91 0.31 0.08
H -0.94 -3.48 0.26 0.13
H -0.08 -2.69 2.27 0.11
H 1.48 -2.32 1.76 0.08
H 1.09 -2.58 -1.44 0.08
H -0.43 -3.01 -1.70 0.09
H -0.97 -0.84 1.34 0.15
H 0.65 -0.20 1.98 0.11
H 0.09 -0.52 -2.04 0.10
H -1.21 -0.45 -0.88 0.13
H 3.40 2.56 -0.89 0.15
H 3.17 1.24 0.16 0.09
H 2.65 1.02 -1.46 0.04
H -0.53 3.79 0.88 -0.04
H -2.31 3.80 0.92 0.11
H -1.22 3.89 -0.71 0.09
H 1.06 3.14 -0.63 0.13
H -6.32 0.52 -0.14 -0.36
H 1.56 -0.31 -0.32 0.14